Record 1
The following is a DFT calculation (the ωB97M-V functional and the def2-TZVPD basis) of a cluster of 6 separate species, C16H32FNO10S2 in total.

Geometry as XYZ:
```
62
Properties=species:S:1:pos:R:3
N 0.07413 3.03744 -2.77050
H -0.00487 2.13244 -3.08650
H -0.41987 3.13644 -1.83650
H -0.30387 3.84144 -3.43550
H 1.06813 3.08844 -2.57850
F -0.35687 0.66044 -1.16550
C -1.93187 -3.66756 0.84650
C -0.60087 -2.96656 0.86150
C -0.77287 -1.45356 1.22850
O -0.40187 -1.40456 2.59350
C 0.15213 -2.48656 2.94650
O 0.58113 -2.73056 4.10550
O 0.02513 -3.51156 2.01150
H -2.94087 -3.39556 1.40050
H -1.89287 -4.79856 0.96050
H -2.40187 -3.46156 0.01550
H 0.03313 -3.22756 -0.02650
H -1.72887 -0.73956 1.04350
H -0.09687 -0.77156 0.78450
C 2.84913 0.54644 2.71450
C 3.09513 0.03944 1.32350
C 3.02113 1.13044 0.06450
O 4.25513 1.13844 -0.37750
C 5.09113 0.27044 0.20450
O 6.28013 0.17344 0.07050
O 4.50513 -0.33156 1.21150
H 3.34713 1.49544 3.06650
H 3.03313 -0.49356 3.30050
H 1.80313 0.80244 2.57850
H 2.59613 -0.82156 1.06750
H 2.65613 2.11144 0.40250
H 2.38213 0.77044 -0.75150
C -2.13487 4.41744 2.77150
C -1.44987 3.70144 1.64950
C -1.30687 2.16444 2.13250
S -2.32387 1.88044 3.52650
O -1.51087 1.57844 4.65650
O -3.40887 1.01044 2.96750
C -2.91887 3.45944 3.71750
H -2.68787 5.18544 2.46050
H -1.32287 4.72244 3.16450
H -0.64687 4.31344 1.37650
H -2.15687 3.70644 0.67550
H -0.27887 1.77044 2.31950
H -1.51887 1.60144 1.25350
H -2.78587 4.03344 4.77250
H -3.88487 3.36744 3.47350
C -1.12587 -3.20856 -3.81750
C -0.93887 -1.91656 -2.97750
C 0.47213 -1.62656 -3.07350
S 0.97913 -1.68556 -4.76250
O 2.31813 -2.26556 -4.81350
O 0.75113 -0.50056 -5.53950
C -0.30787 -2.98856 -5.18450
H -2.07687 -3.49756 -4.05250
H -0.81087 -4.14656 -3.22650
H -1.32787 -2.22356 -2.11350
H -1.46987 -1.04856 -3.43050
H 0.81313 -2.52856 -2.69950
H 0.84313 -0.84756 -2.54450
H 0.20713 -3.95056 -5.46550
H -0.98287 -2.59056 -5.99050
```

The relative energy (zero: lowest compared OMol25 entry of this formula, charge and spin) comes out at 114.97 kJ/mol. For the LUMO energy, the calculation gives -1.39 eV. The calculation puts the strongest force on any atom at 0.14853 hartree/bohr. As for the spin multiplicity: 1.

=====

Record 2
The following is a DFT calculation (the ωB97M-V functional and the def2-TZVPD basis) of a structure of composition C26H31O2OsS6Te.

Geometry as XYZ:
```
67
Properties=species:S:1:pos:R:3
Os 0.12036 0.19155 -1.58025
C -1.38616 -2.70489 -0.07145
Te 0.15586 -2.50274 -1.53947
C -1.46186 -2.82899 -2.89703
C -2.66623 -2.28344 -2.17244
C -3.82012 -1.91222 -2.85458
C -4.94212 -1.50293 -2.14514
C -4.91478 -1.46614 -0.75626
C -3.76317 -1.83141 -0.07192
C -2.63533 -2.23618 -0.77690
H -1.13874 -2.12759 0.81608
H -1.42067 -3.76302 0.19352
H -1.51449 -3.90794 -3.05176
H -1.25023 -2.34441 -3.84596
H -3.85447 -1.97466 -3.93566
H -5.84571 -1.23424 -2.67596
H -5.79668 -1.16803 -0.20505
H -3.75343 -1.82704 1.01164
O 2.08890 0.91583 -1.23361
S 3.08058 1.62255 -2.22818
C 4.37221 0.37223 -2.52395
C 5.63212 0.82477 -1.77828
C 5.16887 1.64441 -0.57821
C 4.12406 2.60369 -1.13316
H 4.49963 0.25762 -3.59878
H 3.94238 -0.54357 -2.11462
H 6.25154 1.43684 -2.43458
H 6.22397 -0.04163 -1.48787
H 5.98636 2.19577 -0.11664
H 4.72363 1.00376 0.18575
H 4.57109 3.36787 -1.77468
H 3.47028 3.08884 -0.40982
C 0.13159 -0.45211 6.98853
C 0.28383 -0.37279 5.50780
C 1.47596 -0.75507 4.88656
C 1.63971 -0.67243 3.52375
C 2.95661 -1.09815 2.92932
C 0.54928 -0.18763 2.72769
C 0.75473 -0.13514 1.34449
O -0.10081 0.23844 0.47398
C -0.67762 0.21244 3.35768
C -1.84790 0.75457 2.58983
C -0.77462 0.10688 4.72160
H 0.96575 -0.96545 7.45935
H -0.79708 -0.96010 7.25223
H 0.06748 0.55691 7.40405
H 2.28935 -1.12333 5.49836
H 3.63503 -1.40944 3.71919
H 3.43988 -0.28221 2.38868
H 2.84394 -1.94394 2.24839
H 1.73671 -0.42963 0.96851
H -1.56860 1.65900 2.04566
H -2.65913 0.99961 3.27149
H -2.21310 0.02971 1.85895
H -1.69210 0.40706 5.21297
C -2.95562 1.50645 -1.18479
S -1.32205 2.11337 -1.70560
C -1.51757 2.31453 -3.45211
C -0.83952 1.50055 -4.34014
S 0.16869 0.15535 -3.88295
S -1.06461 1.87786 -5.98724
C -2.14427 3.20832 -5.75657
S -2.80332 4.06336 -6.99631
S -2.46104 3.56587 -4.10399
H -2.83905 1.25976 -0.13060
H -3.22889 0.62174 -1.75660
H -3.67925 2.31098 -1.29696
```

The relative energy (zero: lowest compared OMol25 entry of this formula, charge and spin) comes out at 0.00 kJ/mol. For the LUMO energy (spin up / spin down), the calculation gives -8.84 / -11.47 eV. As for the net charge: +3. The calculation puts the strongest force on any atom at 0.00169 hartree/bohr. Its expectation value of S² is 6.063. As for the spin multiplicity: 5.

=====

Record 3
The following is a DFT calculation (the ωB97M-V functional and the def2-TZVPD basis) of a cluster of 2 separate species, C2H8BN in total.

Geometry as XYZ:
```
12
Properties=species:S:1:pos:R:3
B 0.39011 -0.05688 1.51830
C 1.09983 -0.37413 -0.84678
C -1.18314 0.17441 -0.37772
N 0.11897 -0.10554 0.19095
H 1.30433 -0.34270 2.16089
H -1.23002 1.26310 2.28638
H 2.08630 -0.52207 -0.41514
H 0.82336 -1.25687 -1.43019
H 1.13916 0.48218 -1.52669
H -1.57330 -0.71443 -0.88269
H -1.85462 0.46338 0.42631
H -1.12099 0.98953 -1.10362
```

The relative energy (zero: lowest compared OMol25 entry of this formula, charge and spin) comes out at 0.00 kJ/mol. For the LUMO energy (spin up / spin down), the calculation gives 0.94 / -1.12 eV. The calculation puts the strongest force on any atom at 0.02590 hartree/bohr. Its expectation value of S² is 2.003. As for the spin multiplicity: 3.

=====

Record 4
The following is a DFT calculation (the ωB97M-V functional and the def2-TZVPD basis) of a structure of composition C12H9N4O9Rh.

Geometry as XYZ:
```
35
Properties=species:S:1:pos:R:3
Rh -1.24801 0.14086 0.74721
O -1.46808 -3.50152 -0.96253
C -1.02786 -2.45222 -0.55622
O -1.70370 -1.68646 0.27016
C 0.34297 -1.99913 -1.01423
C 1.19085 -3.00070 -1.44695
C 2.46905 -2.69179 -1.87006
C 2.93369 -1.39743 -1.88809
C 2.07936 -0.38916 -1.48987
C 0.76089 -0.65288 -1.05338
O -0.01995 0.35596 -0.71619
N 2.60932 0.97985 -1.55566
O 3.81743 1.09952 -1.60182
O 1.82794 1.91233 -1.57944
N 3.36047 -3.76900 -2.32067
O 4.46130 -3.45239 -2.72612
O 2.94009 -4.90564 -2.26130
H 0.83642 -4.02124 -1.44916
H 3.93662 -1.16816 -2.21234
N -1.44469 2.71202 -0.84124
C -1.78710 3.99351 -1.01541
C -2.43378 4.40237 0.13308
C -2.42729 3.27938 0.96461
N -1.84390 2.25425 0.35466
H -0.90128 2.09669 -1.43540
H -1.54604 4.51623 -1.92494
H -2.84380 5.37437 0.33976
H -2.82553 3.15716 1.95806
C -1.98989 -0.14291 4.41000
O -1.76458 0.23165 3.02851
C -0.55057 -0.08943 2.48857
O 0.40652 -0.50958 3.03301
H -3.05830 -0.29734 4.51464
H -1.65054 0.67250 5.04410
H -1.43800 -1.05165 4.63465
```

For the LUMO energy, the calculation gives -1.27 eV. The calculation puts the strongest force on any atom at 0.04256 hartree/bohr. As for the spin multiplicity: 1.

=====

Record 5
The following is a DFT calculation (the ωB97M-V functional and the def2-TZVPD basis) of the molecule C3H5NS.

Geometry as XYZ:
```
10
Properties=species:S:1:pos:R:3
C -0.21214 0.75888 -0.73055
C -0.82385 0.57518 -1.83745
C 0.75959 -0.33983 1.11066
N -0.42928 -0.04160 0.36106
S -1.58265 -1.36248 0.08073
H 0.49080 1.58894 -0.58699
H -1.60385 0.06897 -2.43993
H 1.67687 -0.54321 0.37586
H 1.10000 0.48329 1.97805
H 0.62451 -1.18814 1.68856
```

The relative energy (zero: lowest compared OMol25 entry of this formula, charge and spin) comes out at 470.10 kJ/mol. For the LUMO energy (spin up / spin down), the calculation gives -1.79 / -0.05 eV. The calculation puts the strongest force on any atom at 0.07953 hartree/bohr. As for the spin multiplicity: 1.

=====

Record 6
The following is a DFT calculation (the ωB97M-V functional and the def2-TZVPD basis) of a cluster of 8 separate species, C4H25N2O9 in total.

Geometry as XYZ:
```
40
Properties=species:S:1:pos:R:3
N -0.14950 -1.79558 -2.18571
C -0.85932 -0.87476 -1.24503
C -1.66858 0.17211 -1.97059
C -2.40223 1.11134 -1.02268
O -1.34656 1.92729 -0.44281
C -1.80335 -1.72741 -0.32675
N -1.11287 -2.25837 0.71502
O -2.99539 -1.76215 -0.47078
H -0.63845 -2.67993 -2.30418
H 0.81512 -1.95350 -1.76006
H -0.09636 -1.49457 -3.15788
H -0.08258 -0.37091 -0.67760
H -2.38894 -0.22355 -2.69450
H -1.04152 0.86754 -2.53600
H -2.87212 0.66656 -0.14965
H -3.16555 1.74127 -1.46655
H -1.09300 1.61953 0.43621
H -0.31432 -1.76074 1.08433
H -1.69377 -2.70414 1.39653
H 3.28702 -2.99695 2.25284
H 3.09787 -1.51402 2.87530
O 2.69023 -2.28960 2.49061
H -3.46937 0.78624 3.59227
H -2.46227 1.49901 4.53067
O -2.53613 0.90576 3.78200
H 0.36040 2.08240 -0.89893
H 1.21538 2.92324 -1.94741
O 1.25273 2.40375 -1.14064
H 2.74363 -2.36374 -0.87422
H 2.87829 -1.16634 -1.93730
O 2.42085 -2.01129 -1.70732
H 0.19336 0.93507 2.50853
H -1.30789 0.61253 2.41140
O -0.46049 0.50377 1.94382
H 1.90466 2.63331 0.75639
H 1.59876 3.55432 1.95071
O 1.83099 2.65241 1.71691
H 2.52049 1.19159 -1.24323
H 3.98479 0.66059 -0.90923
O 3.16596 0.49797 -1.37450
```

The relative energy (zero: lowest compared OMol25 entry of this formula, charge and spin) comes out at 68.59 kJ/mol. For the LUMO energy, the calculation gives -2.58 eV. As for the net charge: +1. The calculation puts the strongest force on any atom at 0.04181 hartree/bohr. As for the spin multiplicity: 1.

=====

Record 7
The following is a DFT calculation (the ωB97M-V functional and the def2-TZVPD basis) of a cluster of 4 separate species, C3H6O2 in total.

Geometry as XYZ:
```
11
Properties=species:S:1:pos:R:3
C 1.36660 0.53741 -0.52114
C 0.19337 -0.44602 -0.20063
C -0.96493 0.01756 0.71731
H 2.48367 0.01294 0.66036
H 0.74047 2.02221 -0.19024
H 1.75315 0.37379 -2.17193
H -0.71874 -0.00172 1.81423
H -1.06643 1.12049 0.43960
H -1.73274 -1.34719 -0.24534
O 0.04573 -1.48520 -0.78143
O -2.10015 -0.80428 0.47921
```

The relative energy (zero: lowest compared OMol25 entry of this formula, charge and spin) comes out at 806.73 kJ/mol. For the LUMO energy, the calculation gives -0.94 eV. The calculation puts the strongest force on any atom at 0.09473 hartree/bohr. As for the spin multiplicity: 1.

=====

Record 8
The following is a DFT calculation (the ωB97M-V functional and the def2-TZVPD basis) of a cluster of 2 separate species, C6H12N6 in total.

Geometry as XYZ:
```
24
Properties=species:S:1:pos:R:3
C -2.05695 -2.33393 0.89086
C -0.41534 0.48089 1.53296
C -1.38271 0.90034 0.40134
C -0.21907 -0.81597 -1.04335
C 0.69217 -1.12585 0.15787
C 1.98700 -0.33002 0.05632
N -3.14836 -1.58614 0.59968
N -2.24586 -3.64238 0.75253
N -4.09800 -2.49594 0.40971
N -3.54499 -3.67292 0.54437
N 0.01136 -0.84140 1.42515
N -0.66863 0.56834 -0.98278
H 0.44582 1.16243 1.47833
H -1.01145 0.40153 2.48516
H -2.31900 0.36697 0.71382
H -1.53929 1.99147 0.56799
H 0.23054 -1.04295 -1.98972
H -1.10457 -1.64022 -0.92979
H 0.94600 -2.17883 0.26295
H 1.57814 0.71376 -0.01229
H 2.29276 -0.66773 -0.91507
H 2.57420 -0.36344 0.82986
H -1.26753 0.87540 -1.71587
H 0.17081 1.26558 -0.92169
```

The relative energy (zero: lowest compared OMol25 entry of this formula, charge and spin) comes out at 900.29 kJ/mol. For the LUMO energy (spin up / spin down), the calculation gives -1.00 / -0.65 eV. The calculation puts the strongest force on any atom at 0.13794 hartree/bohr. As for the spin multiplicity: 1.